# 1
The following is a DFT calculation (ωB97M-V/def2-TZVPD) of a molecular structure, C31H31ClHfIN4OSSe.

Geometry as XYZ:
```
72
Properties=species:S:1:pos:R:3:forces:R:3:mulliken_charge:R:1
Hf 0.252 0.355 -0.374 0.8658 -0.1086 -1.5143 1.169
Cl -5.877 1.604 2.691 -0.0425 -0.0203 0.0036 -0.159
C -4.235 1.591 2.223 -0.0914 -0.0087 0.0190 0.298
C -3.338 2.395 2.864 0.0759 0.0484 0.0253 -0.336
C -1.975 2.410 2.484 0.1366 0.1614 0.1324 -0.622
I -0.632 3.626 3.474 -0.0446 -0.0089 -0.0145 0.224
C -1.559 1.609 1.457 0.0969 0.1669 0.1702 0.526
O -0.263 1.562 0.974 -1.1572 0.0971 0.5510 -0.501
C -2.456 0.767 0.798 -0.0532 -0.3312 -0.3441 0.801
N -1.944 -0.030 -0.225 -0.0011 0.3263 0.5796 -0.689
C -2.800 -0.834 -0.884 0.2152 0.0461 -0.0131 0.090
C -4.143 -0.906 -0.582 -0.1133 -0.0172 -0.0005 -1.100
C -4.651 -0.127 0.443 -0.0687 0.0384 0.0575 -0.346
C -3.811 0.738 1.160 -0.1896 -0.1382 -0.1031 -0.117
H -3.677 3.034 3.668 0.0325 0.0027 0.0053 0.463
H -2.386 -1.428 -1.690 0.0132 -0.0024 0.0147 0.586
H -4.781 -1.568 -1.149 -0.0019 0.0209 0.0152 0.429
H -5.703 -0.177 0.698 0.0326 0.0032 -0.0139 0.501
S 0.738 -3.822 -2.603 0.0172 -0.2231 -0.1101 -0.066
C 0.157 -2.837 -1.375 0.1147 -0.0245 0.0274 -0.322
N 0.540 -1.574 -1.421 -0.2166 -0.1134 -0.1173 0.369
C 1.361 -1.346 -2.543 -0.1416 0.1508 0.2520 0.679
C 1.903 -0.115 -2.926 -0.3057 -0.1378 0.0688 -0.112
C 2.664 -0.048 -4.070 0.0384 -0.0206 -0.0551 -0.936
C 2.894 -1.208 -4.829 0.0116 -0.0173 -0.0192 -0.764
C 2.355 -2.426 -4.470 0.0443 0.0037 -0.0511 -0.562
C 1.578 -2.479 -3.311 0.0498 -0.1701 -0.0579 0.749
H -0.477 -3.229 -0.591 0.0089 0.0131 -0.0126 0.487
H 1.706 0.807 -2.369 0.1686 0.2334 0.0656 -0.245
H 3.078 0.896 -4.397 -0.0187 -0.0203 0.0014 0.483
H 3.494 -1.137 -5.727 -0.0092 -0.0041 0.0244 0.475
H 2.522 -3.307 -5.076 -0.0041 0.0269 0.0174 0.504
C 4.151 -1.177 3.723 0.0421 0.0300 -0.0207 -1.213
C 5.342 -1.035 2.776 -0.0952 -0.0626 0.0535 0.177
C 5.434 -2.172 1.757 0.0115 0.0739 0.0060 -0.765
C 4.428 -2.042 0.617 0.0675 0.1114 -0.0193 -1.139
N 4.704 -0.860 -0.224 0.0750 -0.3387 -0.0271 1.107
C 4.018 0.279 -0.280 -0.0406 -0.1790 0.0944 -0.627
Se 2.493 0.697 0.761 0.4813 0.2451 0.5500 -0.173
N 4.641 1.161 -1.063 0.0363 0.1554 -0.4010 1.207
C 4.232 2.556 -1.325 0.1614 -0.0558 0.1284 -1.180
C 4.498 3.486 -0.144 0.0371 -0.0113 0.0346 -0.551
C 5.944 3.506 0.353 0.0054 0.0595 -0.0771 -0.215
C 6.903 4.234 -0.585 0.0004 -0.0003 0.0405 -1.257
C 5.790 0.545 -1.577 -0.1204 0.3322 0.0231 0.716
C 6.769 1.002 -2.457 -0.0013 0.0127 -0.0346 -1.104
C 7.787 0.122 -2.750 0.0238 -0.0697 0.0110 -0.929
C 7.828 -1.175 -2.201 0.0270 0.0537 -0.0505 -0.845
C 6.851 -1.628 -1.342 0.0109 -0.0737 -0.0168 -1.090
C 5.832 -0.728 -1.038 -0.1276 -0.2416 0.1449 1.008
H 4.168 -0.404 4.492 -0.0155 -0.0086 -0.0373 0.380
H 4.172 -2.144 4.229 0.0139 0.0347 -0.0056 0.375
H 3.192 -1.096 3.202 0.0175 -0.0242 0.0064 0.163
H 6.264 -1.013 3.356 -0.0060 -0.0206 0.0126 0.397
H 5.299 -0.069 2.257 0.0496 0.0093 0.0197 -0.210
H 5.232 -3.127 2.247 0.0473 0.0004 0.0051 0.512
H 6.443 -2.239 1.346 -0.0418 0.0075 0.0026 0.394
H 3.419 -1.933 1.010 -0.0533 0.0160 -0.0255 0.461
H 4.447 -2.913 -0.036 0.0222 -0.0219 -0.0433 0.441
H 3.170 2.550 -1.569 -0.0862 0.0082 -0.0437 0.102
H 4.766 2.876 -2.217 0.0595 -0.0402 0.0081 0.676
H 3.826 3.218 0.675 0.0114 0.0101 -0.0033 0.214
H 4.209 4.491 -0.467 -0.0244 -0.0202 0.0279 0.579
H 6.293 2.484 0.543 0.0045 0.0241 0.0095 0.037
H 5.952 4.007 1.322 -0.0086 -0.0069 0.0061 0.493
H 7.040 3.715 -1.534 -0.0253 0.0053 -0.0201 0.189
H 7.888 4.329 -0.130 -0.0040 -0.0143 -0.0171 0.402
H 6.544 5.241 -0.802 0.0135 -0.0264 0.0167 0.356
H 6.744 1.991 -2.892 0.0122 -0.0077 0.0207 0.470
H 8.578 0.436 -3.419 -0.0240 -0.0247 0.0126 0.488
H 8.648 -1.833 -2.462 -0.0239 0.0399 0.0020 0.476
H 6.883 -2.628 -0.932 0.0041 0.0461 0.0027 0.516
```
Positions in Å, forces in eV/Å.

Molar mass, g/mol: 927.49
Total charge: +3
Lowest unoccupied orbital energy, eV: -10.71

# 2
The following is a DFT calculation (ωB97M-V/def2-TZVPD) of a molecular structure, C31H31CoN11O5S2.

Geometry as XYZ:
```
81
Properties=species:S:1:pos:R:3:forces:R:3:mulliken_charge:R:1
Co -0.131 -0.624 -0.591 0.2355 -0.3818 -0.2660 -0.046
N -1.323 1.259 -4.047 0.1020 0.0416 0.0129 0.063
C -0.468 0.343 -4.624 -0.0396 -0.0436 0.0114 0.373
C -0.026 0.204 -5.933 0.0102 -0.0103 -0.0078 -1.186
C 0.789 -0.875 -6.201 -0.0216 0.0010 0.0094 -0.654
C 1.130 -1.785 -5.192 0.0002 -0.0049 -0.0179 -1.405
C 0.686 -1.635 -3.893 0.0694 0.0047 0.0325 0.149
C -0.119 -0.534 -3.596 -0.1322 0.0525 -0.1120 0.388
N -0.752 -0.112 -2.416 0.1113 -0.0360 0.2725 0.446
C -1.469 0.958 -2.741 -0.1420 -0.1951 -0.1325 0.153
C -2.416 1.721 -1.936 0.1097 0.0853 0.1365 -0.646
C -2.711 3.037 -2.156 0.0570 0.0019 0.0231 -0.175
S -3.931 3.529 -1.091 -0.0162 -0.0136 0.0957 -0.162
C -3.965 1.947 -0.425 -0.0280 0.0011 0.0250 -0.227
N -3.126 1.111 -0.943 -0.0066 0.0513 -0.0895 -0.027
H -1.846 1.976 -4.521 -0.0135 -0.0033 0.0111 0.350
H -0.315 0.903 -6.706 0.0004 0.0057 0.0005 0.457
H 1.158 -1.031 -7.205 0.0054 0.0035 -0.0024 0.411
H 1.754 -2.634 -5.440 0.0037 0.0011 0.0028 0.482
H 0.952 -2.367 -3.146 0.0304 0.0179 0.0024 0.446
H -2.225 3.738 -2.814 0.0217 -0.0110 -0.0360 0.408
H -4.653 1.688 0.366 0.0147 0.0304 0.0206 0.423
N 4.254 4.332 4.027 0.0293 0.0034 0.0221 -0.514
C 3.251 3.983 3.155 -0.0188 -0.0042 -0.0238 0.995
C 3.047 4.711 1.976 -0.0005 -0.0059 0.0242 -0.871
C 2.068 4.334 1.081 -0.0271 -0.0002 0.0083 -0.220
C 1.270 3.232 1.354 -0.0172 0.0251 -0.0187 -0.833
C 1.468 2.492 2.513 0.0093 0.0198 0.0009 -0.341
C 2.450 2.860 3.407 0.0061 0.0091 -0.0018 -0.815
S 0.020 2.765 0.222 0.1067 0.1503 0.0200 1.684
O 0.078 3.677 -0.888 -0.1145 -0.0613 -0.0006 -0.825
O -1.225 2.563 0.908 -0.0594 0.0321 0.0344 -0.716
N 0.458 1.264 -0.275 -0.2032 -0.2020 -0.1320 0.156
C 1.664 1.009 -0.804 0.0861 -0.1290 0.0555 0.442
N 1.692 -0.314 -1.111 0.0819 0.3257 -0.2244 0.177
C 2.805 -0.842 -1.602 0.0778 0.0191 -0.0186 0.254
C 3.913 -0.046 -1.799 -0.0183 0.0203 0.0094 -1.035
C 3.779 1.308 -1.487 -0.0310 -0.0272 0.0159 -0.427
N 2.673 1.851 -0.997 0.0934 -0.0011 -0.0367 -0.456
H 4.628 5.263 3.960 -0.0033 0.0007 -0.0028 0.225
H 4.206 3.971 4.964 -0.0045 0.0012 -0.0046 0.227
H 3.667 5.574 1.768 0.0020 0.0020 0.0005 0.316
H 1.915 4.886 0.164 0.0019 0.0002 -0.0047 0.550
H 0.857 1.624 2.708 -0.0802 -0.0651 0.0202 0.225
H 2.607 2.283 4.310 0.0009 -0.0016 0.0030 0.333
H 2.804 -1.897 -1.837 -0.0102 -0.0187 -0.0122 0.475
H 4.834 -0.448 -2.189 -0.0004 -0.0073 -0.0066 0.451
H 4.610 1.986 -1.645 0.0041 0.0095 0.0013 0.489
C -0.915 -4.069 2.479 -0.0006 -0.0030 -0.0198 -1.025
C -0.514 -2.881 3.343 0.0104 0.0153 0.0288 -1.166
C -1.235 -1.571 2.963 0.0079 0.0051 -0.0020 2.677
C -0.860 -0.439 3.944 -0.0376 -0.0191 -0.0085 -1.327
C -1.726 0.804 3.783 -0.0086 0.0616 0.0288 -1.318
C -2.736 -1.802 3.062 0.0556 -0.0130 0.0432 -0.787
O -3.260 -2.114 4.102 -0.0093 -0.0274 -0.0209 -0.602
N -3.470 -1.667 1.904 -0.1010 0.1158 -0.0627 0.174
C -2.997 -1.429 0.613 0.2378 -0.3857 0.0931 -0.231
O -3.696 -1.644 -0.343 -0.0097 0.0510 -0.1433 -0.620
N -1.665 -1.049 0.541 -0.3301 0.5647 0.4495 0.059
C -0.845 -1.194 1.568 -0.1153 -0.0608 -0.3138 0.770
O 0.370 -1.032 1.210 -0.1097 -0.0463 0.2559 -0.813
H -0.335 -4.951 2.748 0.0019 -0.0043 0.0007 0.512
H -0.742 -3.875 1.416 0.0001 -0.0010 0.0277 0.084
H -1.969 -4.317 2.613 -0.0068 -0.0027 0.0013 0.326
H 0.560 -2.695 3.279 -0.0004 -0.0047 -0.0067 0.437
H -0.755 -3.079 4.387 -0.0024 -0.0080 -0.0053 0.535
H 0.201 -0.222 3.803 -0.0185 0.0174 0.0076 0.569
H -0.981 -0.848 4.948 0.0154 -0.0074 -0.0032 0.511
H -1.701 1.210 2.772 0.0824 0.0268 -0.0452 0.210
H -1.395 1.589 4.463 0.0271 0.0110 -0.0275 0.474
H -2.765 0.584 4.033 0.0185 -0.0123 0.0321 0.459
H -4.445 -1.930 1.965 -0.0011 -0.0050 -0.0199 0.328
N -0.982 -4.377 -1.806 -0.0133 0.0041 0.0020 -0.012
C 0.251 -4.660 -1.269 0.0120 0.0159 -0.0144 -1.158
C 0.721 -3.480 -0.785 0.0130 0.0050 -0.0206 -0.846
N -0.213 -2.502 -1.037 -0.0323 0.0701 0.0269 1.947
C -1.234 -3.070 -1.643 0.0179 -0.0348 -0.0198 -1.039
H -1.609 -5.037 -2.236 0.0030 0.0012 0.0013 0.261
H 0.668 -5.650 -1.266 0.0036 -0.0053 0.0034 0.510
H 1.631 -3.271 -0.251 0.0084 -0.0047 0.0077 0.619
H -2.144 -2.569 -1.934 -0.0011 -0.0127 0.0029 0.513
```
Positions in Å, forces in eV/Å.

Energy above the lowest of the compared OMol25 structures with the same formula, charge and spin, eV: 0.166
Molar mass, g/mol: 760.73
Total charge: +1
Lowest unoccupied orbital energy, eV: -2.75

# 3
The following is a DFT calculation (ωB97M-V/def2-TZVPD) of 2 unconnected molecules or ions with the total composition C31H31F6N4S.

Geometry as XYZ:
```
73
Properties=species:S:1:pos:R:3:forces:R:3:mulliken_charge:R:1
F -3.583 4.430 -0.227 -0.4540 -0.5782 1.0526 -0.249
C -4.023 3.760 0.888 -0.4427 0.8913 -0.2289 0.866
F -3.676 4.509 1.973 -0.2786 -0.6113 -0.8601 -0.278
F -5.394 3.743 0.825 1.2623 0.0946 0.0497 -0.250
C -3.468 2.362 0.936 0.1371 -0.0961 0.1270 0.083
C -2.728 1.927 2.030 0.0317 -0.4430 -0.1157 -0.953
C -2.241 0.605 2.052 -0.3340 0.4178 -0.1338 1.511
N -1.609 0.141 3.214 0.6000 -0.7501 0.2827 -0.112
C -1.043 -1.109 3.432 0.0041 0.7801 0.5317 0.301
S -0.927 -2.372 2.344 -0.8463 -0.1266 -0.0735 -0.271
N -0.516 -1.230 4.684 -0.1853 -0.4579 0.0808 -0.162
C 0.018 -2.522 5.175 0.1354 0.3237 -0.3118 -1.092
C 1.223 -2.955 4.325 0.0931 1.1350 -1.3703 0.826
C 2.493 -2.111 4.585 -0.3310 -0.3713 0.1330 -0.694
C 3.656 -3.126 4.594 0.0899 0.0956 0.0128 -0.590
C 3.022 -4.525 4.511 0.1639 -0.3829 -0.0967 -0.489
N 1.583 -4.319 4.551 -0.0199 -0.8981 1.1213 -0.137
C -2.441 -0.218 0.954 -0.2532 -0.5196 -0.6094 -0.483
C -3.218 0.227 -0.109 0.0085 0.5754 0.1241 -0.535
C -3.538 -0.739 -1.214 -0.1526 -0.5490 -0.6755 0.940
F -3.634 -0.122 -2.427 0.0145 -0.6096 0.9891 -0.273
F -2.589 -1.724 -1.329 -0.8680 0.7867 0.0258 -0.261
F -4.736 -1.374 -0.983 1.0371 0.4931 -0.3041 -0.254
C -3.741 1.516 -0.137 0.1296 -0.3281 0.0952 -1.279
H -2.530 2.594 2.866 -0.1083 -0.0763 -0.1631 0.478
H -1.574 0.792 3.997 -0.0061 -0.2563 -0.4593 0.234
H -0.757 -0.536 5.389 0.1428 -0.3089 -0.3670 0.263
H 0.342 -2.356 6.212 -0.1879 -0.1746 -0.2318 0.466
H -0.763 -3.301 5.138 0.1643 0.3106 0.0459 0.168
H 0.918 -2.833 3.247 0.7194 0.0152 1.4386 -0.152
H 2.605 -1.348 3.805 0.0311 -0.1258 0.3160 0.293
H 2.413 -1.619 5.563 0.0789 0.0567 -0.2368 0.258
H 4.336 -2.956 3.754 -0.0494 -0.0433 0.2252 0.271
H 4.218 -3.039 5.527 0.1015 0.0593 -0.2376 0.246
H 3.326 -5.066 3.599 0.0194 0.2089 0.1100 0.243
H 3.333 -5.147 5.364 0.0373 0.1160 -0.1618 0.292
H 1.057 -4.988 4.009 0.3014 0.4808 -0.1486 -0.083
H -2.022 -1.234 0.918 -0.4862 0.9967 0.0382 0.410
H -4.342 1.850 -0.973 0.0243 0.0524 0.0429 0.457
C 3.069 -9.896 5.287 0.4678 -0.1458 0.4824 -0.876
N 2.175 -9.252 4.340 -0.6736 2.0140 0.5191 0.151
C 1.629 -8.021 4.533 0.1784 -1.4912 -0.1537 -1.004
C 0.719 -7.736 3.485 -0.5295 0.6438 -0.4550 1.263
C -0.099 -6.603 3.360 -0.4962 -1.3674 0.1812 -1.710
C -0.874 -6.278 2.185 -0.1409 0.5202 -0.3551 1.506
C -0.409 -6.379 0.845 -0.0874 -0.2796 0.1783 -0.713
C -1.277 -6.175 -0.221 0.5597 -0.2137 0.3160 -0.636
C -2.629 -5.888 -0.007 0.0319 0.0095 0.1812 1.101
C -3.558 -5.713 -1.166 -0.2895 0.0464 -0.1304 -1.539
C -3.080 -5.728 1.307 -0.0890 0.0047 0.0222 -0.976
C -2.209 -5.848 2.372 0.2456 -0.1398 0.4536 -0.497
C 0.701 -8.926 2.634 0.6667 -0.5657 0.0869 0.826
C -0.100 -9.354 1.585 0.0184 -0.3727 -0.4867 -0.103
C 0.173 -10.589 0.978 -0.0428 0.3126 0.3541 -0.857
C 1.191 -11.426 1.460 0.1591 0.3233 0.3862 -0.697
C 1.929 -11.066 2.601 -0.1925 0.0203 -0.3494 -0.910
C 1.653 -9.827 3.170 -0.5253 0.1567 -0.4159 0.055
H 3.382 -10.860 4.884 0.0122 0.2198 0.0850 0.280
H 3.951 -9.272 5.478 -0.2153 -0.1861 -0.2496 0.341
H 2.579 -10.066 6.257 -0.0587 0.0348 -0.4413 0.340
H 1.860 -7.411 5.402 0.1134 -0.1562 -0.2191 0.599
H -0.370 -6.097 4.297 0.2693 0.0844 -0.4111 0.618
H 0.634 -6.652 0.667 -0.3122 0.0996 -0.0035 0.557
H -0.921 -6.295 -1.246 0.0106 0.1336 0.2897 0.507
H -4.584 -5.573 -0.821 0.1312 0.0695 -0.0904 0.391
H -3.263 -4.838 -1.759 -0.0727 -0.1143 0.1154 0.312
H -3.554 -6.577 -1.841 0.1474 0.0851 0.1540 0.380
H -4.133 -5.518 1.489 0.2704 0.0982 -0.0288 0.349
H -2.554 -5.679 3.395 -0.0291 -0.0549 -0.3185 0.356
H -0.924 -8.732 1.243 0.2710 -0.2513 -0.1077 0.486
H -0.418 -10.896 0.114 0.1577 0.0354 0.3099 0.414
H 1.390 -12.369 0.950 -0.0047 0.2540 0.2293 0.395
H 2.707 -11.704 3.017 -0.2757 -0.0101 -0.1848 0.280
```
Positions in Å, forces in eV/Å.

Energy above the lowest of the compared OMol25 structures with the same formula, charge and spin, eV: 0.857
Molar mass, g/mol: 605.67
Total charge: +1
Lowest unoccupied orbital energy, eV: -4.93

Number 1: frontier orbital gap 5.52 eV. Number 2: frontier orbital gap 7.43 eV. Number 3: frontier orbital gap 5.14 eV.